(1)
The following is a quantum chemistry calculation of 2 unconnected molecules or ions with the total composition C3H7NO2 at a distorted geometry, from the Open Molecules 2025 dataset.

energy above the lowest of the compared OMol25 structures with the same formula, charge and spin: 429.2 kJ/mol
Kohn-Sham gap: 0.3810 Eh
SMILES string: C/C=N/O.C=O
energy: -323.6175 a.u.

```
13
C3H7NO2 ωB97M-V/def2-TZVPD
C 1.069 -1.720 -0.333
C -2.011 1.027 -0.052
C 0.727 -0.321 0.072
N 1.463 0.619 -0.183
O 1.217 1.767 0.526
O -2.262 1.554 0.981
H 0.537 -2.349 0.325
H 0.776 -1.810 -1.403
H 2.228 -1.862 -0.356
H -1.585 1.575 -0.914
H -2.256 -0.002 -0.215
H -0.155 -0.241 0.671
H 0.252 1.761 0.882
```

***

(2)
The following is a quantum chemistry calculation of 3 unconnected molecules or ions with the total composition C9H13NS at a distorted geometry, from the Open Molecules 2025 dataset.

energy above the lowest of the compared OMol25 structures with the same formula, charge and spin: 490.4 kJ/mol
Kohn-Sham gap: 0.2886 Eh
energy: -803.4727 a.u.

```
24
C9H13NS ωB97M-V/def2-TZVPD
C 2.928 1.736 -0.469
C 3.615 0.595 -0.683
C 1.884 1.699 0.407
C 3.284 -0.555 0.028
C 1.566 0.548 1.076
C 2.347 -0.563 0.967
C 0.870 -2.440 -0.880
C -1.063 -0.916 0.198
C -6.087 1.298 -0.410
N -6.618 0.629 0.541
S -0.490 -2.510 -0.051
H 3.193 2.768 -0.970
H 4.569 0.771 -1.337
H 1.214 2.652 0.506
H 3.858 -1.552 0.132
H 0.640 0.539 1.805
H 1.322 -1.459 -0.895
H 1.188 -3.524 -1.071
H -0.440 -0.110 -0.137
H -1.905 -0.833 0.884
H 2.221 -1.465 1.601
H -5.729 2.280 -0.294
H -5.571 0.707 -1.184
H -6.792 -0.297 0.237
```

***

(3)
The following is a quantum chemistry calculation of a molecular structure, C40H32BrN5O3PSSn at a distorted geometry, from the Open Molecules 2025 dataset.

energy above the lowest of the compared OMol25 structures with the same formula, charge and spin: 185.0 kJ/mol
Kohn-Sham gap: 0.2675 Eh
net charge: +1
energy: -5570.6734 a.u.

```
84
C40H32BrN5O3PSSn ωB97M-V/def2-TZVPD
Sn -0.784 -1.744 0.916
C -4.763 -3.547 -0.648
C -3.669 -2.716 -0.055
N -2.576 -3.201 0.352
N -2.220 -4.465 0.372
C -1.320 -4.840 1.246
N -0.914 -6.111 1.203
S -0.707 -3.825 2.500
C -3.776 -1.282 0.246
C -4.862 -0.504 -0.128
C -4.964 0.784 0.377
C -3.982 1.259 1.229
C -2.886 0.450 1.495
N -2.793 -0.778 1.015
H -4.842 -4.480 -0.093
H -5.721 -3.040 -0.638
H -4.501 -3.807 -1.676
H -1.250 -6.715 0.471
H -0.208 -6.431 1.841
H -5.623 -0.891 -0.788
H -5.813 1.401 0.116
H -4.060 2.236 1.677
H -2.061 0.785 2.110
O -0.831 0.035 -0.797
P -0.344 1.451 -0.982
C 1.354 1.691 -0.423
C 1.870 2.969 -0.211
C 3.171 3.121 0.239
C 3.972 2.004 0.438
C 3.482 0.736 0.159
C 2.174 0.578 -0.269
C -1.395 2.716 -0.219
C -1.048 3.383 0.950
C -1.895 4.345 1.480
C -3.093 4.642 0.846
C -3.445 3.977 -0.321
C -2.600 3.018 -0.853
C -0.304 1.886 -2.736
C -0.111 0.892 -3.688
C -0.004 1.238 -5.026
C -0.092 2.568 -5.410
C -0.273 3.563 -4.459
C -0.370 3.224 -3.120
H 1.264 3.844 -0.411
H 3.562 4.113 0.422
H 4.983 2.126 0.802
H 4.116 -0.132 0.277
H 1.786 -0.409 -0.489
H -0.107 3.160 1.431
H -1.608 4.873 2.380
H -3.749 5.398 1.258
H -4.379 4.207 -0.818
H -2.857 2.506 -1.773
H -0.051 -0.143 -3.373
H 0.154 0.473 -5.775
H -0.013 2.837 -6.455
H -0.334 4.601 -4.758
H -0.509 3.997 -2.375
C 0.694 -2.648 -0.373
C 1.723 -3.203 -0.679
C 2.894 -3.942 -1.037
C 3.137 -4.313 -2.360
C 4.269 -5.047 -2.669
C 5.158 -5.415 -1.670
C 4.922 -5.040 -0.354
C 3.793 -4.307 -0.032
H 2.436 -4.025 -3.131
H 4.458 -5.339 -3.694
H 6.036 -5.998 -1.914
H 5.619 -5.326 0.422
H 3.597 -4.013 0.991
Br 1.121 4.747 4.916
C 1.775 3.059 4.366
C 3.119 2.742 4.520
N 3.614 1.574 4.136
C 2.819 0.695 3.550
C 1.467 0.947 3.327
C 0.927 2.143 3.772
C 0.655 -0.034 2.545
O 1.137 -1.147 2.270
O -0.491 0.320 2.147
H 3.814 3.442 4.967
H 3.254 -0.247 3.242
H -0.129 2.348 3.663
```

***

(4)
The following is a quantum chemistry calculation of 12 unconnected molecules or ions with the total composition C3H30N6O12 at a distorted geometry, from the Open Molecules 2025 dataset.

energy above the lowest of the compared OMol25 structures with the same formula, charge and spin: 0.0 kJ/mol
Kohn-Sham gap: 0.3438 Eh
SMILES string: NC(N)=O.NC(N)=O.NC(N)=O.O.O.O.O.O.O.O.O.O
energy: -1363.8450 a.u.

```
51
C3H30N6O12 ωB97M-V/def2-TZVPD
O 1.464 -2.838 3.060
H 2.256 -3.305 2.774
H 1.216 -3.262 3.887
O 4.846 0.687 -1.129
H 4.317 1.170 -1.770
H 4.439 0.912 -0.287
O 2.331 2.470 0.107
H 1.434 2.830 0.071
H 2.454 2.238 1.035
O -1.524 0.366 2.787
H -1.434 -0.254 2.049
H -2.112 1.047 2.450
O -3.168 -2.496 2.700
H -2.259 -2.191 2.638
H -3.195 -3.261 2.122
O 2.520 2.243 3.037
H 2.086 1.603 3.610
H 2.383 3.093 3.465
O -1.205 -4.344 1.443
H -0.707 -5.120 1.715
H -1.797 -4.660 0.752
O 0.423 0.733 -3.691
H 0.963 1.526 -3.740
H 0.737 0.271 -2.902
O 1.659 -1.682 -2.296
H 1.798 -1.415 -1.380
H 2.369 -2.305 -2.476
C -0.212 4.685 -0.478
O 0.368 5.662 -0.905
N -0.215 3.460 -1.099
N -1.031 4.728 0.629
H -0.519 2.665 -0.558
H 0.310 3.394 -1.951
H -1.784 4.091 0.807
H -0.932 5.536 1.215
C 0.347 -0.410 0.447
O 0.015 0.477 -0.317
N -0.399 -1.561 0.626
N 1.480 -0.433 1.197
H -1.047 -1.775 -0.120
H 0.031 -2.367 1.053
H 1.756 -1.175 1.814
H 2.075 0.371 1.104
C -2.870 -1.483 -2.403
O -3.011 -1.647 -1.202
N -1.683 -1.635 -3.044
N -3.907 -1.110 -3.225
H -1.603 -1.440 -4.026
H -0.894 -2.051 -2.584
H -4.819 -1.091 -2.809
H -3.751 -0.945 -4.200
```

***

(5)
The following is a quantum chemistry calculation of a molecular structure, C8H10FNSc at a distorted geometry, from the Open Molecules 2025 dataset.

Kohn-Sham gap (alpha / beta): 0.2105 / 0.2502 Eh
net charge: -1
energy: -1226.1808 a.u.

```
21
C8H10FNSc ωB97M-V/def2-TZVPD
C 0.957 0.395 -2.125
C 1.562 1.287 -1.185
C 0.566 2.218 -0.746
C -0.666 1.886 -1.410
C -0.420 0.759 -2.259
Sc -0.040 -0.045 0.134
C 1.831 -0.035 1.843
C 2.016 -0.968 0.898
C 2.712 -1.950 0.332
N -0.167 -1.980 -0.542
H 0.729 3.053 -0.062
H 2.604 1.266 -0.866
H -1.614 2.416 -1.295
H -1.147 0.278 -2.913
H 1.469 -0.413 -2.648
H 2.266 0.979 1.789
H -0.589 -2.860 -0.852
H 1.330 -0.236 2.804
H 3.702 -2.271 0.671
H 2.300 -2.512 -0.507
F -1.409 0.364 1.396
```

***

(6)
The following is a quantum chemistry calculation of 14 unconnected molecules or ions with the total composition C18H64N10O14 at a distorted geometry, from the Open Molecules 2025 dataset.

energy above the lowest of the compared OMol25 structures with the same formula, charge and spin: 13.7 kJ/mol
Kohn-Sham gap: 0.3174 Eh
energy: -2324.9939 a.u.

```
106
C18H64N10O14 ωB97M-V/def2-TZVPD
C -3.908 1.000 -17.207
C -5.347 1.246 -16.751
O -5.435 2.594 -16.359
H -3.303 1.195 -16.346
H -3.607 1.696 -17.967
H -3.626 0.070 -17.643
H -5.596 0.588 -15.888
H -6.127 0.924 -17.483
H -5.867 3.087 -17.073
C -0.257 1.210 -14.928
C -0.545 2.143 -16.105
O 0.485 3.024 -16.202
H -1.192 0.587 -14.804
H -0.034 1.663 -13.979
H 0.545 0.526 -15.167
H -1.488 2.621 -16.121
H -0.497 1.525 -16.986
H 0.341 3.530 -17.012
C -5.841 -3.153 -16.001
C -5.318 -2.410 -17.181
O -5.397 -3.235 -18.324
H -6.913 -3.250 -16.097
H -5.626 -2.581 -15.147
H -5.410 -4.145 -15.948
H -4.297 -2.084 -16.948
H -5.939 -1.482 -17.323
H -5.502 -2.638 -19.058
C -1.563 -2.052 -19.005
C -1.063 -0.959 -18.102
O 0.231 -0.605 -18.510
H -0.918 -2.866 -18.844
H -1.645 -1.752 -20.021
H -2.555 -2.188 -18.659
H -1.323 -1.175 -17.046
H -1.682 -0.076 -18.385
H 0.822 -0.887 -17.821
C 1.944 -3.071 -20.588
O 2.598 -3.335 -19.337
N 1.157 -2.062 -20.798
N 2.060 -3.859 -21.687
H 0.908 -1.536 -19.995
H 0.467 -2.037 -21.576
H 2.592 -4.720 -21.491
H 1.386 -3.837 -22.463
C -4.362 -0.501 -20.641
O -4.500 -1.773 -21.076
N -5.255 0.246 -20.121
N -3.225 0.167 -20.756
H -6.193 -0.158 -20.149
H -5.106 1.196 -19.833
H -2.469 -0.307 -21.188
H -3.034 1.098 -20.426
C 3.173 -2.273 -16.380
O 2.258 -1.398 -16.864
N 3.523 -2.174 -15.135
N 3.945 -3.023 -17.107
H 2.666 -1.940 -14.607
H 4.167 -2.795 -14.602
H 3.570 -3.196 -18.096
H 4.260 -3.972 -16.688
C -2.386 -4.714 -16.967
O -2.377 -3.502 -16.346
N -3.410 -5.090 -17.616
N -1.424 -5.580 -17.021
H -4.116 -4.332 -17.638
H -3.455 -5.854 -18.326
H -0.474 -5.260 -16.677
H -1.458 -6.476 -17.557
C -0.038 1.473 -21.226
O -0.563 0.279 -21.619
N 0.156 1.742 -19.939
N 0.252 2.469 -21.961
H 0.074 0.910 -19.335
H 0.463 2.552 -19.376
H 0.010 2.371 -22.928
H 0.741 3.289 -21.726
C -0.995 -4.848 -20.704
O -0.201 -4.989 -19.546
H -0.424 -4.296 -21.383
H -1.899 -4.324 -20.477
H -1.242 -5.755 -21.265
H -0.813 -5.046 -18.851
C -1.813 -2.298 -23.077
O -0.422 -2.475 -23.005
H -2.126 -2.237 -24.121
H -1.946 -1.327 -22.612
H -2.267 -3.104 -22.436
H -0.027 -1.880 -23.681
C -2.655 3.687 -20.967
O -2.341 2.718 -19.952
H -1.918 4.518 -20.967
H -3.676 4.096 -20.815
H -2.596 3.187 -21.950
H -1.429 2.355 -20.018
C -3.193 -1.434 -14.118
O -3.432 -1.002 -12.802
H -2.207 -1.255 -14.534
H -3.788 -0.854 -14.784
H -3.547 -2.486 -14.221
H -3.937 -1.699 -12.306
C 2.701 1.351 -17.758
O 3.932 1.920 -17.161
H 2.193 2.159 -18.262
H 2.018 1.145 -16.924
H 2.862 0.472 -18.371
H 3.685 2.842 -16.946
```

***

(7)
The following is a quantum chemistry calculation of 3 unconnected molecules or ions with the total composition C25H41N2O5 at a distorted geometry, from the Open Molecules 2025 dataset.

⟨S²⟩: 0.754
Kohn-Sham gap (alpha / beta): 0.3319 / 0.3465 Eh
multiplicity: 2
energy: -1462.8213 a.u.

```
73
C25H41N2O5 ωB97M-V/def2-TZVPD
C 3.787 -0.355 -0.442
C 2.678 -0.131 -1.487
C 3.362 0.463 -2.733
C 1.651 0.913 -0.973
C 0.235 0.371 -0.631
C -0.562 0.331 -1.953
C -2.110 0.259 -1.882
C -2.691 -0.666 -0.864
O -2.876 -0.401 0.282
O -3.040 -1.870 -1.376
C -0.347 1.386 0.349
C -0.915 2.578 -0.111
C -1.435 3.486 0.801
C -1.364 3.170 2.156
N -0.799 2.065 2.636
C -0.309 1.209 1.738
C 0.460 -1.014 0.000
C 1.151 -2.044 -0.920
C 1.888 -3.034 -0.012
C 0.097 -2.893 -1.668
N 2.036 -1.395 -1.911
O 2.833 -2.208 -2.493
H 4.256 -1.326 -0.574
H 4.553 0.400 -0.587
H 3.415 -0.287 0.578
H 4.284 -0.073 -2.938
H 2.723 0.326 -3.603
H 3.575 1.514 -2.572
H 2.084 1.358 -0.081
H 1.561 1.707 -1.711
H -0.346 1.263 -2.470
H -0.187 -0.451 -2.603
H -2.450 -0.098 -2.853
H -2.521 1.254 -1.763
H -2.977 -2.490 -0.635
H -0.972 2.808 -1.165
H -1.908 4.407 0.508
H -1.791 3.858 2.875
H 0.144 0.315 2.137
H 1.137 -0.849 0.837
H -0.446 -1.420 0.438
H 2.377 -3.806 -0.597
H 2.561 -2.540 0.682
H 1.117 -3.532 0.572
H -0.777 -3.052 -1.053
H -0.143 -2.501 -2.651
H 0.530 -3.878 -1.841
C -4.171 8.023 1.689
C -3.549 8.251 0.314
C -3.273 6.824 -0.137
O -4.281 6.005 0.458
C -4.982 6.757 1.453
H -4.779 8.855 2.039
H -3.388 7.838 2.428
H -4.274 8.723 -0.352
H -2.652 8.869 0.333
H -2.294 6.483 0.217
H -3.308 6.709 -1.221
H -5.981 6.992 1.069
H -5.091 6.148 2.350
C 2.841 -7.490 1.078
C 2.604 -7.324 2.577
C 1.883 -5.984 2.627
O 1.145 -5.878 1.407
C 1.566 -6.896 0.497
H 3.004 -8.522 0.770
H 3.707 -6.901 0.769
H 1.950 -8.119 2.943
H 3.517 -7.334 3.170
H 2.595 -5.152 2.677
H 1.196 -5.902 3.469
H 0.773 -7.649 0.426
H 1.714 -6.456 -0.490
```

***

(8)
The following is a quantum chemistry calculation of C8H18O2Si in the gas phase at a distorted geometry, from the Open Molecules 2025 dataset.

energy above the lowest of the compared OMol25 structures with the same formula, charge and spin: 110.1 kJ/mol
Kohn-Sham gap: 0.3858 Eh
SMILES string: CC[Si](CC)(CC)OC(C)=O
energy: -755.6602 a.u.

```
29
C8H18O2Si ωB97M-V/def2-TZVPD
O -0.135 2.337 -0.541
O 0.234 0.185 -1.188
C 0.041 1.504 -1.398
C -0.058 1.871 -2.865
C 2.194 0.935 1.205
C -2.602 0.764 0.938
C 0.958 -2.896 -0.749
C 0.753 0.715 1.607
C -1.849 -0.524 0.720
C 0.607 -2.193 0.546
Si -0.010 -0.408 0.361
H 0.452 2.798 -3.101
H 0.347 1.084 -3.537
H -1.116 1.966 -3.122
H 2.639 1.898 1.534
H 2.809 0.140 1.652
H 2.353 0.866 0.120
H -3.683 0.553 1.011
H -2.309 1.259 1.875
H -2.435 1.421 0.110
H 1.060 -3.963 -0.557
H 0.111 -2.764 -1.438
H 1.875 -2.479 -1.162
H 0.581 0.348 2.621
H 0.215 1.666 1.471
H -2.329 -1.107 -0.076
H -1.960 -1.166 1.614
H -0.179 -2.692 1.117
H 1.437 -2.118 1.232
```

***

(9)
The following is a quantum chemistry calculation of 2 unconnected molecules or ions with the total composition CH7N2S at a distorted geometry, from the Open Molecules 2025 dataset.

energy above the lowest of the compared OMol25 structures with the same formula, charge and spin: 73.5 kJ/mol
Kohn-Sham gap: 0.2568 Eh
net charge: -1
energy: -550.0059 a.u.

```
11
CH7N2S ωB97M-V/def2-TZVPD
S 0.427 -1.154 -2.946
H 0.719 0.064 -2.442
N 0.890 0.938 0.622
C -0.330 0.327 1.123
N -0.928 -0.886 0.457
H 0.596 1.348 -0.241
H 1.633 0.234 0.608
H -1.180 0.995 1.169
H -0.211 0.099 2.223
H -0.144 -1.286 -0.230
H -1.472 -0.678 -0.344
```

***

(10)
The following is a quantum chemistry calculation of 2 unconnected molecules or ions with the total composition C3H11N7 at a distorted geometry, from the Open Molecules 2025 dataset.

energy above the lowest of the compared OMol25 structures with the same formula, charge and spin: 73.1 kJ/mol
Kohn-Sham gap: 0.3380 Eh
net charge: +2
energy: -503.4588 a.u.

```
21
C3H11N7 ωB97M-V/def2-TZVPD
C 1.211 0.663 0.188
C -1.183 0.389 -0.117
C 0.024 -1.372 0.963
N -3.760 -0.262 -0.196
N 2.304 0.226 -0.315
N -2.872 -0.867 0.206
N 1.176 1.917 0.634
N -1.547 1.487 -0.678
N -0.026 -0.077 0.273
N 2.505 -1.032 -0.934
H 0.985 -1.487 1.460
H -0.151 -2.200 0.274
H -0.751 -1.406 1.726
H -4.757 -0.453 -0.245
H 2.040 2.442 0.622
H 0.458 2.229 1.271
H -2.541 1.578 -0.894
H -0.952 2.270 -0.941
H 1.674 -1.490 -1.355
H 2.951 -1.689 -0.264
H 3.212 -0.865 -1.678
```

***

(11)
The following is a quantum chemistry calculation of 4 unconnected molecules or ions with the total composition C19H21N5O3PS at a distorted geometry, from the Open Molecules 2025 dataset.

Kohn-Sham gap: 0.2323 Eh
net charge: +1
energy: -1975.4629 a.u.

```
50
C19H21N5O3PS ωB97M-V/def2-TZVPD
O 1.975 -0.632 3.599
P 1.558 0.430 2.706
O 2.214 0.449 1.287
O 1.847 1.865 3.321
C -0.246 0.513 2.411
C -0.905 1.688 2.575
C -2.276 1.664 2.370
N -2.874 0.546 2.054
N -2.305 -0.640 1.852
C -1.001 -0.626 2.018
S -0.228 -2.195 1.729
H 2.051 1.313 0.862
H 2.169 1.701 4.216
H -0.400 2.589 2.869
H -2.871 2.554 2.464
H -3.881 0.553 1.932
H 0.600 -1.842 0.727
N -6.569 -4.331 -0.227
C -5.465 -4.383 -0.969
C -4.298 -3.698 -0.662
C -4.281 -2.913 0.478
C -5.422 -2.848 1.261
C -6.536 -3.575 0.866
H -5.525 -5.008 -1.854
H -3.429 -3.779 -1.301
H -3.393 -2.363 0.754
H -5.453 -2.251 2.165
H -7.448 -3.557 1.451
N 0.900 -2.110 -1.905
C 0.954 -3.024 -2.874
C 2.004 -3.132 -3.772
C 3.058 -2.241 -3.663
C 3.021 -1.282 -2.664
C 1.927 -1.262 -1.816
H 0.108 -3.700 -2.928
H 1.993 -3.896 -4.536
H 3.896 -2.293 -4.346
H 3.824 -0.568 -2.542
H 1.864 -0.530 -1.018
N 3.032 3.400 -0.224
C 3.743 4.248 0.520
C 4.196 5.474 0.062
C 3.899 5.841 -1.240
C 3.163 4.971 -2.029
C 2.755 3.769 -1.476
H 3.958 3.921 1.531
H 4.768 6.123 0.709
H 4.237 6.790 -1.636
H 2.912 5.217 -3.050
H 2.177 3.061 -2.059
```

***

Number 6 is which compound? C18H64N10O14

***

Which formula does entry 8 have? C8H18O2Si